Record 1
{"formula": "C8H13INO3", "method": "ωB97M-V with the def2-TZVPD basis set", "charge": -1, "homo_ev": -1.9, "orbital_gap_ev": 4.746, "elements": ["N", "C", "C", "C", "C", "O", "I", "H", "H", "H", "H", "H", "H", "H", "O", "C", "O", "C", "C", "C", "H", "H", "H", "H", "H", "H"], "coordinates": [[1.374232, 1.093982, -2.374123], [0.627753, -0.160279, -2.796703], [-0.511341, -0.619173, -1.672600], [-1.595288, 0.576480, -1.385789], [-2.611583, 0.902555, -2.638668], [-2.683845, 2.171502, -3.090391], [-3.906813, -0.581617, -3.640720], [2.373692, 0.826229, -2.166227], [1.363173, 1.732287, -3.218718], [0.169242, -0.075337, -3.890706], [1.457406, -1.013863, -2.884974], [-1.079461, -1.513560, -2.220122], [-1.046538, 1.598392, -1.114904], [-2.248872, 0.313387, -0.423601], [1.569879, -2.122210, 0.976245], [1.048625, -1.352395, 1.766092], [-0.298053, -1.154724, 1.873669], [-0.544506, -0.111954, 2.815833], [0.688989, -0.055650, 3.678525], [1.781074, -0.458093, 2.719986], [-0.711663, 0.821419, 2.268076], [-1.439924, -0.345952, 3.399007], [0.848779, 0.923473, 4.137802], [0.613835, -0.798233, 4.482226], [2.178055, 0.400684, 2.171605], [2.583156, -0.997350, 3.229179]], "atomic_forces_ev_per_a": [[0.43, -0.09, -1.56], [-0.45, -1.58, 0.28], [-0.64, 1.00, -2.29], [0.61, -0.85, 0.47], [0.58, 8.25, -0.29], [0.39, -7.87, 2.04], [0.54, 0.19, 0.30], [-1.56, 0.57, -0.50], [0.39, -0.89, 1.47], [1.00, 0.29, 1.89], [-2.02, 1.39, 0.20], [0.88, 1.54, 1.23], [-1.23, -2.10, -0.99], [1.05, 0.30, -2.25], [-1.18, 1.06, 1.61], [0.74, -1.42, -2.22], [0.60, -0.38, 0.09], [-0.52, 0.23, -0.03], [0.19, 0.38, 0.85], [0.18, 0.14, 0.53], [0.01, -0.08, -0.01], [0.04, -0.07, -0.28], [-0.10, -0.09, -0.03], [-0.02, 0.12, -0.08], [0.05, -0.16, -0.05], [0.05, 0.11, -0.39]]}

=====

Record 2
{"formula": "CH4N2OS", "method": "ωB97M-V with the def2-TZVPD basis set", "smiles": "[H]/N=C/SON", "homo_ev": -9.4, "orbital_gap_ev": 9.175, "elements": ["C", "N", "N", "O", "S", "H", "H", "H", "H"], "coordinates": [[1.676127, 0.109418, -0.106108], [2.905316, 0.348381, 0.054308], [-1.657929, -0.961790, 0.431835], [-0.653131, -1.300567, -0.520438], [1.091223, -1.553975, 0.165125], [0.879623, 0.774372, -0.260395], [3.105549, 1.345814, 0.061501], [-2.513211, -0.965906, -0.130041], [-1.762616, -1.738814, 1.078765]], "atomic_forces_ev_per_a": [[1.17, -1.35, 0.92], [-0.37, -0.17, 0.11], [0.07, 0.52, 0.70], [2.89, -0.94, 0.34], [-3.10, 1.05, -1.21], [-1.11, 1.10, -0.37], [-0.05, 0.01, -0.31], [0.38, 0.03, -0.08], [0.12, -0.25, -0.10]]}

=====

Record 3
{"formula": "C34H35BrN6PdSSb", "method": "ωB97M-V with the def2-TZVPD basis set", "charge": 3, "homo_ev": [-16.2, -16.3], "orbital_gap_ev": [3.982, 4.011], "elements": ["Pd", "C", "C", "C", "C", "C", "Br", "N", "C", "H", "H", "H", "H", "H", "H", "C", "C", "C", "C", "C", "C", "C", "Sb", "C", "C", "C", "C", "C", "C", "C", "C", "C", "C", "C", "C", "C", "C", "H", "H", "H", "H", "H", "H", "H", "H", "H", "H", "H", "H", "H", "H", "H", "H", "H", "H", "H", "H", "H", "S", "C", "C", "C", "C", "C", "C", "H", "H", "H", "H", "H", "N", "N", "N", "C", "N", "N", "H", "H", "H"], "coordinates": [[1.721024, -0.252290, -0.233704], [1.542024, 5.403210, -1.397604], [2.310624, 4.134010, -1.467204], [3.704724, 4.108710, -1.551304], [4.384524, 2.904710, -1.478004], [3.629824, 1.763410, -1.292204], [4.421924, 0.095310, -0.837204], [2.301224, 1.750410, -1.301304], [1.653424, 2.904610, -1.401004], [2.210824, 6.254110, -1.315104], [0.884024, 5.397510, -0.530104], [0.917624, 5.542210, -2.278504], [4.262924, 5.029410, -1.637704], [5.460824, 2.847210, -1.510104], [0.566824, 2.862310, -1.404904], [-2.332676, 3.162610, 0.233796], [-3.204176, 2.330810, -0.641104], [-4.469776, 2.831710, -0.988404], [-5.298676, 2.151210, -1.853904], [-4.881876, 0.943810, -2.397704], [-3.636376, 0.422910, -2.061104], [-2.826676, 1.092110, -1.165004], [-0.989776, 0.066010, -0.590004], [-0.914476, -1.428490, -2.197304], [-0.127876, -1.067490, -3.279404], [-0.246176, -1.778190, -4.466104], [-1.102176, -2.870790, -4.527704], [-1.836276, -3.247390, -3.418904], [-1.748076, -2.546690, -2.213604], [-2.539476, -2.972490, -1.022104], [-1.578576, -0.704990, 1.356496], [-2.700176, -0.139390, 1.955296], [-2.994476, -0.406590, 3.281296], [-2.165676, -1.239990, 4.020296], [-1.068076, -1.827990, 3.414996], [-0.757976, -1.582490, 2.080796], [0.409524, -2.272290, 1.459096], [-2.876276, 3.471410, 1.129896], [-2.063576, 4.086510, -0.288104], [-1.417076, 2.635710, 0.529596], [-4.784076, 3.774210, -0.567104], [-6.260876, 2.559610, -2.118304], [-5.515476, 0.397110, -3.077304], [-3.317776, -0.508290, -2.503804], [0.551324, -0.217690, -3.226504], [0.313724, -1.470390, -5.337104], [-1.175176, -3.444590, -5.442404], [-2.477876, -4.113790, -3.468904], [-3.229576, -3.772190, -1.274004], [-3.115876, -2.129390, -0.629304], [-1.892476, -3.335790, -0.223004], [-3.355276, 0.505510, 1.383496], [-3.857876, 0.044110, 3.742296], [-2.375076, -1.429090, 5.061796], [-0.442876, -2.498190, 3.983196], [0.939624, -2.887190, 2.183696], [1.145624, -1.520190, 1.043896], [0.104224, -2.914990, 0.630096], [1.175324, 1.469810, 1.580596], [1.521824, 0.854910, 3.141296], [2.421824, -0.216490, 3.297096], [2.731324, -0.660890, 4.562296], [2.160024, -0.040190, 5.677096], [1.265324, 1.018810, 5.524096], [0.936724, 1.469110, 4.265396], [2.893724, -0.636490, 2.405396], [3.426024, -1.474590, 4.700496], [2.426924, -0.368890, 6.668596], [0.838124, 1.492710, 6.394996], [0.246124, 2.287410, 4.131296], [4.285724, -4.503790, -0.181404], [3.521824, -3.687390, -0.895804], [3.245324, -3.933390, -2.146104], [2.402224, -2.974590, -2.476404], [2.172824, -2.175590, -1.434104], [2.892424, -2.648490, -0.423504], [4.741024, -5.203990, -0.758104], [4.855424, -4.084490, 0.543896], [1.980224, -2.876690, -3.453004]], "atomic_forces_ev_per_a": [[-0.62, 1.54, 0.70], [-0.23, 0.25, -0.11], [0.20, -0.45, -0.08], [-0.29, -0.16, 0.03], [-0.06, -0.28, 0.03], [0.26, -0.06, 0.05], [0.41, 0.49, -0.10], [0.33, -0.94, 0.44], [-0.17, 0.59, 0.00], [-0.01, 0.09, -0.01], [-0.02, 0.06, 0.07], [-0.01, 0.04, -0.10], [0.02, 0.10, -0.01], [0.08, 0.04, 0.02], [0.04, 0.00, 0.08], [0.04, 0.32, 0.17], [-0.18, 0.05, -0.12], [0.52, -0.23, 0.26], [0.08, -0.25, -0.09], [0.26, -0.15, 0.21], [-0.13, -0.51, -0.58], [0.55, 1.10, 0.34], [-1.56, -1.79, 0.69], [0.29, 0.59, 0.71], [-0.11, 0.30, -0.40], [0.07, 0.03, 0.07], [0.19, 0.05, -0.17], [0.19, -0.01, 0.29], [0.01, 0.08, -0.11], [-0.19, 0.10, 0.15], [0.33, 0.20, -0.33], [0.02, 0.14, -0.42], [0.11, -0.15, 0.21], [-0.09, 0.12, -0.16], [-0.01, 0.01, 0.00], [0.11, 0.21, -0.18], [-0.66, -0.24, 0.13], [0.15, -0.08, 0.04], [0.14, -0.11, 0.07], [-0.05, 0.12, 0.04], [-0.01, 0.13, 0.04], [-0.10, 0.06, -0.04], [-0.04, -0.07, -0.08], [-0.03, -0.09, -0.13], [-0.13, -0.05, -0.07], [0.08, -0.02, -0.05], [-0.08, 0.05, -0.02], [-0.11, -0.09, 0.00], [-0.07, -0.01, 0.00], [-0.10, -0.16, 0.08], [-0.02, -0.01, 0.04], [-0.01, 0.07, 0.04], [-0.14, 0.05, 0.03], [-0.05, -0.07, 0.07], [0.11, -0.13, 0.09], [0.25, 0.15, -0.07], [0.13, -0.09, 0.20], [0.19, 0.16, -0.14], [-0.14, -1.07, -2.04], [0.16, -0.52, -0.42], [0.10, -0.30, -0.19], [-0.01, 0.05, 0.00], [0.00, -0.02, -0.22], [-0.06, 0.00, -0.10], [0.06, 0.27, -0.06], [-0.08, 0.00, 0.38], [0.10, -0.04, 0.00], [0.03, -0.08, 0.12], [-0.06, 0.03, 0.03], [-0.07, 0.11, 0.03], [0.66, -1.09, 0.94], [-1.09, 1.29, -0.80], [0.32, -0.62, -0.54], [-0.07, 0.19, 0.07], [0.14, 0.85, 0.91], [0.51, -0.58, 0.53], [-0.08, 0.18, 0.00], [-0.16, 0.20, -0.27], [-0.16, 0.07, -0.21]]}

=====

Record 4
{"formula": "C10H15FSSi", "method": "ωB97M-V with the def2-TZVPD basis set", "smiles": "Cc1cccc(C[Si@H](S)CCF)c1", "homo_ev": -8.4, "orbital_gap_ev": 8.437, "elements": ["C", "C", "C", "C", "C", "C", "C", "Si", "S", "C", "C", "F", "C", "H", "H", "H", "H", "H", "H", "H", "H", "H", "H", "H", "H", "H", "H", "H"], "coordinates": [[3.197558, -1.649960, 1.734056], [2.499344, -0.583504, 0.686314], [3.076872, -0.164691, -0.789825], [2.321385, 0.879533, -1.840464], [0.892905, 1.551904, -1.350231], [0.341512, 1.125253, 0.134597], [-1.118611, 1.769392, 0.607516], [-2.414086, 1.079951, -0.687476], [-4.298906, 2.133551, -0.337792], [-2.762611, -0.805287, -0.503365], [-1.432684, -1.742719, -0.298587], [-1.725204, -3.129641, -0.792684], [1.068850, 0.094812, 1.186025], [3.727975, -1.076034, 2.605163], [2.297295, -2.273864, 2.206369], [3.869078, -2.434594, 1.178632], [4.100551, -0.617235, -1.169934], [2.725720, 1.150448, -2.913341], [0.250616, 2.283043, -2.029667], [-1.428283, 1.470975, 1.696585], [-1.044556, 2.957743, 0.524320], [-1.870312, 1.369291, -2.007449], [-4.481964, 2.171631, 1.066502], [-3.259511, -1.154329, -1.529113], [-3.483154, -1.020322, 0.398335], [-0.469833, -1.355780, -0.860551], [-1.156176, -1.868467, 0.844024], [0.576229, -0.161102, 2.242044]], "atomic_forces_ev_per_a": [[-1.34, 0.05, -0.59], [-2.31, 2.41, -1.74], [-2.53, 1.30, 0.58], [-2.54, -0.65, 4.19], [2.59, -3.16, 2.47], [1.55, -0.85, 0.15], [1.49, 0.22, -0.43], [0.16, -0.28, 2.26], [-0.29, 0.19, 0.82], [0.38, -1.90, -0.19], [0.11, -0.29, 0.18], [0.48, 2.61, 0.86], [2.03, 1.03, -4.56], [-0.80, -1.17, -1.85], [1.97, 1.41, -0.98], [-1.08, 1.82, 1.14], [-2.39, 0.94, 1.02], [-0.70, -0.78, 2.56], [1.67, -1.76, 1.67], [0.84, 0.54, -2.01], [-0.25, -2.61, 0.24], [-0.29, 0.16, -0.39], [0.71, -0.34, -1.62], [0.88, 0.67, 2.28], [1.20, 0.44, -1.93], [-2.11, -0.94, 0.96], [-0.65, 0.27, -2.41], [1.23, 0.67, -2.66]]}

=====

Result set for strongest force on any atom: 8.27, 3.49, 2.47, 5.10 eV/Å, one per record in the order listed.